(1)
# C57H51CsIN3OP2S

C57H51CsIN3OP2S as an isolated structure in a non-equilibrium geometry (wB97M-V/def2-TZVPD, OMol25).

The geometry in XYZ format:
```
117
Properties=species:S:1:pos:R:3:forces:R:3:lowdin_charge:R:1
Cs -0.67783 -1.15828 1.47309 0.00 -0.09 0.30 0.908
O 1.05044 1.34635 0.98132 -0.94 -0.05 -0.90 -0.648
S 0.04641 1.59962 -0.16333 1.04 -0.76 1.93 0.846
C -0.11219 3.34252 -0.22798 -0.44 0.16 -0.66 -0.328
C 1.07834 4.02988 -0.18166 -0.44 0.39 -0.22 -0.030
C 1.12881 5.39693 -0.47585 0.23 -0.20 0.06 0.013
C -0.04591 6.02123 -0.75046 -0.25 1.54 -0.50 -0.154
C -0.33723 7.49044 -1.00530 0.19 0.17 0.05 -0.085
C -1.89129 7.63467 -0.96528 0.00 0.95 -0.06 -0.097
C -2.40189 6.24282 -0.76892 1.90 -0.69 0.73 -0.133
C -3.62207 5.73749 -0.47926 0.30 -0.48 -0.68 0.007
C -3.75133 4.32807 -0.40413 -0.06 0.38 -0.01 -0.036
C -2.68082 3.45985 -0.42165 -1.52 -0.72 -0.16 -0.320
P -3.10795 1.67169 -0.40322 -0.39 0.28 0.33 1.089
C -4.95346 1.68943 -0.57180 0.55 -0.36 -0.57 -0.408
C -5.42960 1.36097 -1.84682 -0.83 0.64 1.00 -0.121
C -6.80989 1.29868 -2.09905 0.38 -0.13 -1.20 -0.100
C -7.73593 1.51813 -1.08690 0.69 -0.57 0.11 -0.068
C -7.23117 1.78902 0.18087 -0.19 0.39 -0.26 -0.066
C -5.87390 1.92587 0.42979 -0.99 -0.23 0.00 -0.111
C -2.97743 1.36585 1.40520 0.09 -0.23 -0.67 -0.459
C -3.67640 0.24247 1.82912 0.02 -0.61 -0.54 -0.224
C -3.65886 -0.10675 3.15380 0.54 0.48 1.22 -0.106
C -2.83075 0.60813 4.04243 0.57 0.60 -0.84 -0.078
C -2.09091 1.72869 3.62430 -0.64 -0.96 -0.16 -0.051
C -2.20427 2.10890 2.28758 -0.26 0.98 -0.05 -0.096
C -1.37676 3.96201 -0.49269 1.65 1.11 0.06 -0.164
C -1.24847 5.35540 -0.72710 -2.32 -0.78 0.42 -0.066
C 0.89932 1.27395 -1.67571 -0.63 0.91 -1.28 -0.319
C 0.12717 1.70212 -2.74987 -0.84 0.35 -0.26 -0.059
C 0.66157 1.98743 -4.03937 0.72 -0.30 1.20 0.009
C 2.01684 1.86533 -4.19231 0.03 -0.05 0.49 -0.125
C 2.89145 2.10084 -5.40382 -0.06 0.61 1.51 -0.089
C 4.32215 1.89181 -4.86812 0.27 0.75 0.86 -0.080
C 4.15801 1.34294 -3.45218 0.46 1.06 -0.69 -0.151
C 5.06952 0.99288 -2.50885 0.55 -1.09 0.37 0.008
C 4.58238 0.45518 -1.30285 -1.81 0.96 0.05 -0.066
C 3.23031 0.49835 -0.91480 0.84 -0.39 -0.84 -0.303
P 2.71524 -0.67527 0.38377 0.49 0.09 -0.05 1.058
C 3.39719 -0.05334 1.97857 0.55 0.67 -0.73 -0.375
C 4.16387 1.12037 2.18481 -0.45 -1.51 0.45 -0.043
C 4.65161 1.39549 3.46130 -0.04 0.38 -1.25 -0.061
C 4.36765 0.53527 4.49757 -0.46 -0.24 0.57 -0.078
C 3.56316 -0.58625 4.34015 -0.01 0.71 -1.66 -0.054
C 3.09440 -0.85912 3.04513 -0.56 -1.28 0.92 -0.158
C 3.87428 -2.09715 -0.07607 -1.00 0.56 0.44 -0.364
C 4.56689 -2.83421 0.85641 0.64 -1.10 0.23 -0.120
C 5.12545 -4.07347 0.55721 0.00 -1.06 -1.02 -0.080
C 4.99412 -4.62267 -0.76350 0.32 1.52 2.25 -0.081
C 4.39000 -3.80038 -1.69797 0.05 -0.74 -1.53 -0.100
C 3.78464 -2.61235 -1.36207 0.00 0.66 0.41 -0.106
C 2.30040 1.06667 -1.84099 0.26 -0.05 0.57 -0.143
C 2.82495 1.43540 -3.09189 -1.68 -0.29 -0.51 -0.085
H 1.94647 3.46883 0.09070 0.58 -0.17 0.01 0.110
H 2.04064 5.96326 -0.50260 0.40 -0.05 0.19 0.122
H 0.05011 7.83162 -1.96758 0.12 -0.13 0.04 0.123
H 0.16977 8.08146 -0.23588 -0.22 0.10 -0.12 0.124
H -2.30651 8.03168 -1.90823 0.34 -0.04 0.28 0.128
H -2.18827 8.37138 -0.18287 0.01 -0.74 -0.39 0.135
H -4.46749 6.38219 -0.43477 -0.67 0.24 0.13 0.115
H -4.75497 3.91411 -0.34506 0.27 0.26 0.05 0.095
H -4.68356 1.27843 -2.60179 0.16 -0.44 -0.81 0.084
H -7.13337 1.07733 -3.13832 0.13 0.17 0.86 0.118
H -8.79944 1.39281 -1.25564 0.11 0.18 -0.03 0.112
H -7.89540 1.98089 0.99971 -0.38 -0.01 0.25 0.105
H -5.65993 2.23075 1.43130 0.75 0.02 0.42 0.113
H -4.16731 -0.39468 1.07146 -0.12 0.47 0.57 0.115
H -4.30249 -0.86645 3.55129 -0.04 -0.55 0.00 0.107
H -2.65824 0.31544 5.05141 -0.48 -0.38 0.69 0.098
H -1.49206 2.25943 4.36308 -0.07 0.01 -0.39 0.119
H -1.82063 3.07114 1.92649 0.23 -0.51 0.29 0.114
H -0.96584 1.95664 -2.59652 1.36 -0.46 -0.02 0.114
H 0.05077 2.41014 -4.79881 -0.54 0.03 -0.56 0.111
H 2.73001 3.10903 -5.77279 0.04 0.02 -0.31 0.126
H 2.61587 1.38729 -6.13748 -0.10 -0.57 -0.98 0.113
H 4.85699 2.86966 -4.75437 -0.28 -0.83 -0.42 0.143
H 4.88372 1.21986 -5.48658 0.51 -0.15 -0.36 0.112
H 6.13325 0.91638 -2.69462 0.00 0.18 -0.16 0.124
H 5.21879 -0.03994 -0.62210 1.00 -0.32 0.48 0.097
H 4.39313 1.71224 1.33646 0.19 0.72 -0.53 0.090
H 5.24838 2.29667 3.62613 -0.18 -0.38 0.01 0.119
H 4.73716 0.81180 5.45610 0.21 -0.06 0.75 0.102
H 3.23408 -1.19988 5.13810 0.08 -0.43 0.80 0.094
H 2.48340 -1.77897 2.84458 0.46 0.83 0.40 0.087
H 4.67556 -2.54604 1.87236 0.00 0.70 0.68 0.094
H 5.65485 -4.61307 1.36961 -0.33 0.27 -0.74 0.122
H 5.41249 -5.57985 -0.99019 0.27 -0.32 -0.30 0.098
H 4.42349 -4.06772 -2.76458 -0.24 -0.13 0.53 0.122
H 3.25775 -2.00438 -2.07638 -0.04 -0.07 -0.55 0.110
N 1.66981 -6.79424 0.45643 0.38 0.12 -0.58 0.081
C 1.25791 -5.62998 -0.42050 -1.30 -0.67 0.15 -0.086
C 0.68780 -4.56542 0.46916 1.23 0.46 0.59 -0.201
N 1.65028 -4.18992 1.54105 -1.73 0.40 -0.75 -0.027
C 1.96105 -5.30004 2.40415 -0.90 -0.68 -0.46 -0.186
C 2.60399 -6.41796 1.59262 0.45 -0.41 0.41 -0.075
H 2.13749 -7.49006 -0.12329 -0.03 -0.12 0.00 0.182
H 0.84226 -7.24542 0.85024 -0.03 0.05 -0.01 0.184
H 0.48894 -5.92359 -1.15967 0.46 -0.41 0.40 0.152
H 2.12076 -5.29669 -0.95728 0.71 0.24 -0.14 0.109
H -0.25519 -4.81139 0.92212 -0.53 -0.47 0.17 0.101
H 0.47992 -3.75565 -0.21272 0.06 0.75 0.07 0.103
H 2.46891 -3.83899 1.08161 0.69 0.36 0.02 0.054
H 1.06484 -5.63629 2.93798 -0.20 -0.07 -0.34 0.133
H 2.57082 -4.96606 3.19968 1.17 0.23 0.67 0.118
H 2.80764 -7.38430 2.10001 -0.08 0.77 0.03 0.149
H 3.54677 -5.99729 1.19867 -0.50 -0.51 -0.30 0.110
I -6.18187 -2.57536 -1.73387 0.03 -0.21 0.14 0.946
C -5.14770 -3.62178 -0.23717 -0.28 0.84 -0.58 -0.701
C -5.81460 -4.29558 0.75833 1.01 -0.04 0.63 -0.102
C -5.02760 -4.85388 1.78239 -1.68 0.14 -0.91 -0.041
C -3.68101 -4.67745 1.70546 1.01 -0.72 1.08 -0.179
N -3.03539 -4.00789 0.76206 0.52 0.34 -0.52 0.038
C -3.76627 -3.47839 -0.21031 -0.32 -0.60 0.09 -0.241
H -6.87807 -4.33560 0.75342 -0.62 -0.22 0.08 0.099
H -5.50665 -5.42952 2.56473 0.22 0.07 0.06 0.118
H -3.06092 -5.16117 2.46039 0.02 0.24 -0.02 0.108
H -3.27539 -3.00948 -1.04804 0.26 0.30 0.04 0.088
```
Forces are in eV/Å.

Total energy   -104503.040 eV
Net charge   +2
E_HOMO   -11.53 eV
Gap between HOMO and LUMO   6.9 eV

=====

(2)
# C57H51F9O

A 10-piece molecular cluster, C57H51F9O overall in a non-equilibrium geometry (wB97M-V/def2-TZVPD, OMol25).

The geometry in XYZ format:
```
118
Properties=species:S:1:pos:R:3:forces:R:3:lowdin_charge:R:1
F 4.26734 -2.18382 -11.63621 -0.32 1.58 -1.83 0.101
C 4.52912 -3.07746 -10.73706 -1.07 -2.33 1.86 -0.329
C 5.56228 -2.86234 -9.85068 -0.09 0.36 0.16 -0.026
C 5.71156 -3.69994 -8.76242 0.19 -0.42 -0.55 -0.091
C 4.93426 -4.84730 -8.65514 0.00 0.12 0.16 -0.106
C 3.95194 -5.14193 -9.60260 -0.46 1.82 0.04 -0.074
C 3.63814 -4.16776 -10.58991 1.61 -0.63 0.61 0.007
H 6.16240 -1.96822 -9.93319 0.06 0.04 -0.18 0.116
H 6.49624 -3.46069 -8.05998 -0.10 -0.14 0.25 0.104
H 5.04543 -5.43472 -7.75571 0.04 -0.39 -0.15 0.097
H 3.28715 -5.97616 -9.43370 0.04 -0.14 -0.19 0.097
H 2.77243 -4.29885 -11.22219 0.10 0.13 -0.20 0.106
F -4.74245 -1.23611 -6.40235 0.75 1.02 -0.59 0.031
C -4.39554 -0.26046 -7.32390 -0.75 -1.48 0.20 -0.281
C -3.55258 -0.55366 -8.34586 0.89 -1.30 -0.72 -0.025
C -3.42694 0.31230 -9.41852 0.82 0.10 0.35 -0.077
C -4.01326 1.55384 -9.35572 -0.61 0.89 -0.43 -0.102
C -4.85487 1.86810 -8.31108 -0.13 -0.53 0.95 -0.070
C -5.06715 0.90669 -7.32667 -0.83 1.27 1.12 -0.033
H -3.01740 -1.49099 -8.30867 -0.01 -0.16 -0.22 0.120
H -2.77688 0.07915 -10.24886 0.04 -0.17 0.01 0.107
H -3.86563 2.30285 -10.11965 0.14 -0.13 -0.23 0.104
H -5.35101 2.81858 -8.18134 0.05 0.10 -0.34 0.106
H -5.70402 1.05276 -6.46675 -0.34 0.38 -0.10 0.120
F -8.74181 7.04532 2.31107 0.08 -0.17 -0.06 0.058
C -8.07901 6.08282 2.98629 -0.71 -0.25 0.51 -0.296
C -7.37107 5.12621 2.30394 0.48 -0.72 -0.79 -0.032
C -6.67133 4.13010 2.97411 -0.09 0.53 1.91 -0.064
C -6.69725 4.13816 4.40027 0.03 0.68 -0.43 -0.089
C -7.43672 5.10102 5.08539 -0.36 -0.13 -1.45 -0.082
C -8.21742 6.01337 4.35051 0.65 0.14 1.25 -0.016
H -7.39468 5.11337 1.22427 0.10 0.23 -0.11 0.116
H -6.04848 3.42697 2.44114 -0.18 -0.11 -0.07 0.099
H -6.12546 3.49843 5.05616 0.25 -0.47 -0.53 0.093
H -7.39973 5.13606 6.16418 -0.24 -0.02 0.03 0.101
H -8.85137 6.68855 4.90607 -0.04 0.30 -0.25 0.113
F -0.05805 9.28754 5.34994 0.16 -0.15 -0.46 0.046
C 0.25391 8.47004 4.31071 -0.16 -0.97 0.60 -0.278
C 0.84175 8.97674 3.17455 -0.08 -0.18 -0.55 -0.017
C 1.07415 8.09804 2.10929 -0.10 -0.29 0.12 -0.076
C 0.85012 6.72403 2.23498 0.29 0.79 -0.27 -0.106
C 0.31086 6.23642 3.39730 -0.26 0.30 0.76 -0.093
C -0.02591 7.10880 4.44063 -0.12 -0.15 -0.56 -0.009
H 1.07068 10.03074 3.11924 -0.07 0.06 -0.12 0.115
H 1.38250 8.44839 1.13533 0.33 0.32 0.13 0.101
H 1.10563 6.05160 1.42941 -0.07 0.04 -0.13 0.101
H 0.12936 5.17569 3.48845 -0.12 -0.04 0.16 0.103
H -0.57981 6.70165 5.27359 0.19 0.28 0.32 0.112
F -10.88109 -4.44555 3.64474 0.20 0.06 -0.14 0.042
C -9.86975 -3.90720 2.91930 0.85 -0.13 1.03 -0.265
C -8.70080 -3.51350 3.61627 -0.63 -0.74 -0.96 -0.009
C -7.64692 -2.95416 2.89062 -1.63 0.11 0.26 -0.082
C -7.82662 -2.81295 1.52193 0.42 0.93 -0.39 -0.105
C -9.00329 -3.16147 0.87238 0.56 -0.43 -0.11 -0.091
C -10.02634 -3.77872 1.55552 -0.33 0.49 0.53 -0.025
H -8.59325 -3.74895 4.66479 -0.27 0.26 0.13 0.110
H -6.87296 -2.45526 3.45497 0.52 -0.39 -0.30 0.104
H -7.07450 -2.28560 0.95394 0.16 -0.06 -0.10 0.097
H -9.13110 -2.99856 -0.18759 0.20 0.11 -0.07 0.105
H -10.95736 -4.01650 1.06249 -0.04 -0.21 0.13 0.118
F 0.66005 -9.85515 -2.28531 -0.19 0.37 0.19 0.059
C 0.10211 -11.07606 -2.25975 -0.23 -0.40 -0.28 -0.299
C -0.98533 -11.34093 -1.43697 -0.08 -0.02 0.16 -0.022
C -1.53881 -12.62375 -1.38256 1.55 -0.04 -0.55 -0.067
C -0.89126 -13.64031 -2.12036 -0.61 0.54 -0.49 -0.097
C 0.19063 -13.35350 -2.95431 -0.49 0.88 0.42 -0.080
C 0.65504 -12.02998 -3.07953 0.35 -1.56 0.50 -0.015
H -1.36377 -10.53772 -0.82212 -0.11 0.06 0.02 0.113
H -2.35519 -12.82417 -0.70452 -0.12 -0.08 -0.16 0.100
H -1.31359 -14.62996 -2.21325 0.00 -0.16 0.51 0.094
H 0.66127 -14.16696 -3.48645 0.03 0.09 -0.20 0.100
H 1.54262 -11.84716 -3.66705 -0.09 0.34 -0.11 0.114
F -1.57192 -2.08085 7.23202 0.35 -0.13 -0.07 0.062
C -1.92892 -1.50849 8.38995 -0.45 0.55 0.77 -0.295
C -3.02496 -2.02248 9.06566 -0.37 0.42 0.79 -0.011
C -3.53960 -1.33924 10.19651 1.45 -1.44 -0.88 -0.069
C -2.81322 -0.27379 10.69666 -1.42 0.61 0.17 -0.120
C -1.72855 0.23107 10.02964 0.58 -0.11 -1.02 -0.090
C -1.26103 -0.38191 8.85998 -0.29 -0.02 0.06 -0.007
H -3.45362 -2.96370 8.75461 -0.18 0.09 -0.26 0.111
H -4.37737 -1.78920 10.70844 -0.14 0.27 0.08 0.101
H -3.22434 0.31267 11.50503 0.08 -0.15 0.34 0.101
H -1.31234 1.17114 10.36045 0.32 -0.09 0.05 0.104
H -0.43877 0.03167 8.29498 0.06 -0.01 -0.02 0.113
F 8.98542 3.15173 -4.29677 -0.29 -0.93 0.01 0.071
C 8.87630 4.33479 -3.70375 -0.02 1.51 0.33 -0.300
C 9.58069 5.37880 -4.30954 -0.38 -1.07 -0.06 -0.030
C 9.52667 6.61120 -3.74400 -0.20 0.91 0.98 -0.101
C 8.84382 6.83986 -2.53422 -0.72 -0.57 -0.22 -0.092
C 8.07978 5.81912 -1.92973 1.74 -0.81 -1.57 -0.057
C 8.10711 4.52809 -2.56153 0.31 0.86 0.35 -0.006
H 10.13977 5.18278 -5.21254 0.01 -0.03 -0.05 0.117
H 10.04661 7.43185 -4.21583 0.07 0.09 0.03 0.103
H 8.88129 7.84704 -2.14615 -0.10 -0.04 0.32 0.093
H 7.65591 5.93225 -0.94285 -0.35 0.11 -0.16 0.096
H 7.59455 3.68162 -2.12889 -0.08 -0.02 0.05 0.107
F 9.80629 0.86503 6.01071 1.24 -0.76 0.51 0.088
C 9.07078 1.94669 6.14784 -0.82 2.33 0.36 -0.307
C 7.89870 1.94612 5.44561 -0.38 -1.17 0.00 -0.041
C 7.06355 3.03148 5.42813 0.39 1.20 0.19 -0.081
C 7.46620 4.18486 6.11027 0.28 0.10 0.22 -0.090
C 8.64131 4.21284 6.89429 -1.18 -0.51 -1.36 -0.081
C 9.44253 3.08755 6.88980 0.86 -1.11 -0.22 -0.017
H 7.65802 1.00706 4.96955 -0.19 0.04 -0.34 0.120
H 6.17733 3.00902 4.81127 -0.12 0.11 0.11 0.105
H 6.92700 5.11268 5.98853 -0.32 -0.05 0.14 0.094
H 8.90949 5.13857 7.38163 0.21 -0.14 0.15 0.102
H 10.41082 3.08888 7.36814 0.04 -0.03 0.24 0.109
C 0.02540 -1.96048 -1.02818 0.28 -0.17 -1.07 -0.019
C 1.43890 -1.51030 -1.40406 -0.31 0.48 1.28 -0.504
O 2.11232 -0.95613 -0.57164 0.35 0.28 0.44 0.060
C 2.02052 -1.74473 -2.76090 0.20 -0.05 -0.37 -0.028
H -0.24469 -1.87907 0.02469 0.57 0.00 -0.07 0.081
H -0.06672 -2.98390 -1.39181 -0.34 -0.14 0.15 0.077
H -0.69225 -1.36087 -1.58814 -0.07 0.00 -0.18 0.079
H 2.19956 -2.81222 -2.88937 -0.38 -0.10 -0.33 0.086
H 3.00155 -1.27542 -2.83455 -0.12 0.12 0.27 0.083
H 1.39886 -1.31356 -3.54560 -0.18 -0.41 -0.11 0.085
```
Forces are in eV/Å.

Energy above the lowest of the compared OMol25 structures with the same formula, charge and spin   0.666 eV
Total energy   -86438.098 eV
Net charge   0
E_HOMO   -9.11 eV
SMILES   Fc1ccccc1.Fc1ccccc1.Fc1ccccc1.Fc1ccccc1.Fc1ccccc1.Fc1ccccc1.Fc1ccccc1.Fc1ccccc1.Fc1ccccc1.CC(C)=O
Gap between HOMO and LUMO   9.6 eV